Below is C24H33N3O2STi as an isolated structure in a non-equilibrium geometry, with properties calculated with ωB97M-V/def2-TZVPD.

Atoms and positions in Å:
C1 5.99004 0.00227 0.06054
Ti1 0.01662 0.33288 -0.18152
O1 1.88364 0.24610 -0.11077
N1 -1.35825 -1.03764 -0.64821
H1 -0.77711 4.91544 0.43269
H2 3.45838 3.09796 -2.07228
C2 2.70684 3.09022 -1.28010
H3 4.17583 3.42440 0.21194
H4 1.97725 -3.71041 -1.35170
H5 5.68736 -2.12295 -0.00348
C3 -0.97702 -0.79984 3.71891
C4 -1.69897 4.40045 0.71114
H6 1.66597 -3.46056 1.27321
H7 1.21704 -2.12832 -1.22980
H8 1.93334 2.38227 -1.57440
H9 -0.94985 -0.94198 -4.89361
C5 -1.03479 -0.84182 2.32917
C6 -1.19168 -0.78139 -2.89424
C7 2.38026 2.91711 1.23326
C8 -1.67442 -1.72781 4.47194
N2 -1.64683 -1.07746 -4.17973
H10 -2.41766 4.54866 -0.10076
C9 3.34400 2.72654 0.06017
H11 -3.04262 2.63112 2.39794
H12 -2.09913 4.88538 1.60734
C10 5.21360 -1.14684 -0.00510
C11 2.19665 -2.50557 1.25946
H13 -2.52862 -2.65872 -0.18874
H14 -2.63985 1.16331 1.50519
H15 1.49770 2.28265 1.15262
H16 -0.37133 -0.03057 4.18017
C12 -1.45474 2.90593 0.92597
H17 2.86918 2.67472 2.17895
C13 3.21403 0.17966 -0.07294
H18 3.79008 -3.16960 0.02442
H19 -2.98517 -3.44177 4.41770
H20 2.04163 3.95507 1.27735
N3 -1.78142 -1.41298 -1.93440
H21 7.07009 -0.06344 0.09172
H22 2.24979 4.08199 -1.23115
C14 3.03241 -2.37844 -0.01784
H23 -1.62280 -1.69142 5.55281
H24 -0.69611 2.81049 1.71316
H25 -3.54853 2.44731 0.71321
C15 -1.80752 -1.81106 1.66157
C16 2.17903 -2.63999 -1.26406
C17 -0.95037 2.23141 -0.35453
H26 -3.09183 -3.50537 1.95752
H27 2.67782 -2.30657 -2.17551
H28 -2.11736 -1.96922 -4.22533
S1 0.06905 0.38363 -2.74966
C18 3.82574 -1.08682 -0.05707
H29 2.82695 -2.45050 2.14943
C19 -1.91471 -1.87474 0.24193
H30 5.94657 2.14409 0.15671
C20 -2.73752 2.24541 1.42113
H31 -0.25981 2.90024 -0.88559
O2 -0.35401 0.03450 1.59681
C21 -2.43929 -2.71175 3.83396
H32 1.45229 -1.71335 1.33281
C22 5.35812 1.23467 0.09059
C23 3.97169 1.35150 0.02566
H33 -1.79244 2.08546 -1.04610
C24 -2.49955 -2.74738 2.45817

## Properties
HOMO-LUMO gap (spin up / spin down) = 5.81 / 7.70 eV
Charge = -1
LUMO (spin up / spin down) = 2.96 / 2.94 eV
<S²> = 0.79
2S+1 = 2

Here are the Löwdin charges for atoms 1 to 6, given in e:
1. C -0.111
2. Ti 0.817
3. O -0.249
4. N -0.159
5. H 0.063
6. H 0.081

Below is C24H33N3O3 in the gas phase, with properties calculated with ωB97M-V/def2-TZVPD.

Atoms and positions in Å:
H1 -3.60826 -2.93978 0.05649
H2 -1.24614 2.86232 3.14565
H3 -3.74070 -2.03980 -3.72176
H4 -3.68698 0.09274 -0.41603
H5 -5.50914 -0.23216 -2.24620
N1 2.30064 -0.67419 2.11130
H6 -1.40950 1.86509 4.59228
H7 -3.30508 -0.52793 -2.88493
O1 -3.16861 -2.27584 -1.79268
H8 -0.76635 -2.48372 0.45487
H9 1.85992 -0.52804 -5.30584
H10 5.33285 1.19658 3.78950
N2 0.02159 -0.33351 -1.08800
C1 -1.16533 -1.61905 1.00201
H11 -3.72509 -0.74920 1.15681
H12 -1.86698 -1.99265 1.75348
H13 2.55824 2.28603 -2.92092
C2 0.81140 0.91491 3.08662
H14 0.38838 -1.21894 -0.77623
N3 -1.89831 -0.70842 0.14637
H15 -5.88164 -1.38893 -0.20538
H16 -5.75119 -2.96222 -1.00937
C3 4.61925 0.57301 3.25794
H17 3.66805 -0.46902 -3.61679
C4 1.32019 -1.37987 1.46278
C5 -0.78068 2.60284 4.09542
H18 -0.07515 -0.78962 -3.75107
C6 0.92235 -0.57146 -3.36513
H19 2.67233 -0.27482 -1.26208
H20 4.02209 1.56368 -2.24746
H21 1.55033 3.56557 5.05028
O2 1.61891 -2.32159 0.74087
H22 1.26792 1.03862 -4.74574
C7 1.69248 2.68477 4.44192
C8 -0.03404 -0.89750 1.69184
C9 3.14964 0.45530 -3.88209
C10 -5.27524 -1.29307 -2.31688
H23 3.81350 2.71822 4.70321
H24 -5.97998 -1.75322 -3.00681
H25 4.87976 0.58793 2.19906
H26 0.26074 1.23293 -2.38204
C11 2.18572 0.65228 -1.57619
C12 -5.31902 -1.96410 -0.93769
H27 3.74107 0.96392 -4.64646
C13 -3.83403 -2.06928 -0.56859
H28 1.39023 -1.51745 -3.07954
H29 -1.26147 0.54853 2.58384
H30 -0.74355 3.49480 4.71529
H31 4.72208 -0.44852 3.62527
C14 -3.33750 -0.78290 0.13410
H32 2.08433 1.29554 -0.69856
C15 0.59930 2.06394 3.87689
C16 2.98298 2.20241 4.24403
C17 -1.29512 -0.05064 -0.90435
C18 2.12233 0.43749 2.89148
H33 3.24590 -0.99866 1.94856
C19 -3.81774 -1.49133 -2.78034
O3 -1.89101 0.79375 -1.55376
C20 -0.24939 0.19624 2.45585
C21 3.02929 1.34002 -2.64494
C22 1.76645 0.11912 -4.43125
C23 3.22539 1.08446 3.47389
C24 0.79755 0.31438 -2.12284

## Properties
HOMO-LUMO gap = 8.48 eV
LUMO = 0.08 eV
2S+1 = 1
SMILES = Cc1ccc(C)c2[nH]c(=O)c(CN(C[C@H]3CCCO3)C(=O)NC3CCCCC3)cc12

Here are the Löwdin charges for atoms 1 to 6, given in e:
1. H 0.147
2. H 0.088
3. H 0.120
4. H 0.127
5. H 0.108
6. N 0.192

Below is C24H33N3O6 in the gas phase in a non-equilibrium geometry, with properties calculated with ωB97M-V/def2-TZVPD.

Atoms and positions in Å:
H1 0.98650 -3.15562 -1.47789
C1 -0.86920 3.86244 1.34076
H2 -4.15140 -1.17030 -0.27199
H3 -1.08774 4.22227 0.33019
C2 -2.34958 0.01621 -0.20934
C3 4.42494 0.39268 0.35911
C4 -3.47977 -0.67728 -0.97809
C5 -1.39517 0.70974 -1.18600
H4 -1.37742 -5.48846 0.28490
H5 -5.04738 -0.12347 -2.34838
H6 1.36709 0.81009 1.73831
H7 3.39841 3.22471 -1.14158
H8 -1.97637 0.52520 3.70680
C6 1.11430 3.06049 0.17374
C7 -1.90691 2.81430 1.73098
C8 -4.24381 0.36440 -1.79362
H9 -3.86316 1.83872 -3.31920
H10 -1.19017 -2.01226 -0.97503
H11 -1.17909 -4.50310 -1.16586
H12 0.72575 -2.10838 1.37684
C9 0.55597 -4.54672 0.10755
H13 -2.67934 -3.37516 0.46048
C10 4.50302 1.51464 -0.47624
H14 -4.69734 1.09342 -1.11849
O1 5.17940 -1.69887 0.80232
C11 3.40239 2.36474 -0.48870
C12 -1.00297 -2.06573 0.09966
N1 -1.64795 -0.88696 0.69397
H15 5.98951 0.93082 -1.90551
C13 0.51310 -2.05008 0.31022
H16 -0.58408 1.18725 -0.63349
H17 5.42704 2.60646 -2.05050
H18 -3.08357 -1.43638 -1.65361
C14 1.15327 -3.23850 -0.40046
N2 0.46511 3.32502 1.33563
C15 -0.95576 -4.55703 -0.09681
H19 -0.94941 -0.01802 -1.86609
H20 -2.57443 2.50454 -1.31860
O2 -1.30650 1.71393 2.18514
O3 -0.97464 -1.46753 2.77337
C16 -2.16475 1.75014 -1.99419
O4 0.77563 3.52542 -0.89533
H21 3.28315 -0.74003 1.75892
O5 -3.09475 2.96453 1.64369
H22 -1.48379 2.25399 -2.68101
H23 -1.41212 -3.44987 1.69225
C17 -1.59901 -3.37462 0.62185
C18 -1.53107 -0.69059 2.01870
C19 2.23875 1.02464 1.13818
H24 1.00911 -5.39069 -0.41591
O6 6.60807 -0.24537 0.13291
H25 6.52356 2.12330 -0.74597
C20 5.67293 1.81206 -1.35094
H26 -2.82553 0.79500 0.38531
N3 5.48362 -0.58356 0.43323
H27 -0.95711 4.70515 2.03484
H28 0.92440 -1.11468 -0.07731
C21 2.28958 2.14606 0.31113
C22 3.30246 0.14882 1.14669
C23 -2.09843 0.60927 2.62233
H29 2.23074 -3.22751 -0.22709
H30 -2.89752 0.36975 -3.47410
H31 0.77523 -4.65173 1.17138
H32 -3.15402 0.77845 2.39215
H33 0.77463 2.87329 2.18201
C24 -3.30642 1.08657 -2.75822

## Properties
HOMO-LUMO gap = 8.56 eV
LUMO = -0.70 eV
2S+1 = 1
SMILES = Cc1cc(C(=O)NCC(=O)OCC(=O)N(C2CCCCC2)C2CCCCC2)ccc1[N+](=O)[O-]

Here are the Löwdin charges for atoms 1 to 6, given in e:
1. H 0.116
2. C -0.047
3. H 0.122
4. H 0.137
5. C -0.274
6. C -0.096

Below is C24H33N5O3 in the gas phase in a non-equilibrium geometry, with properties calculated with ωB97M-V/def2-TZVPD.

Atoms and positions in Å:
H1 -3.95721 1.86285 -1.13249
H2 4.70647 -3.61112 -0.29407
C1 4.04973 -0.38481 0.55390
C2 -5.38083 -5.54729 1.51437
H3 -5.04951 -3.61312 2.43021
O1 6.01638 -1.56456 0.98592
C3 4.19430 -2.66963 -0.18666
H4 6.98435 -3.01227 -0.14258
N1 1.08108 4.26909 0.86906
H5 -3.65180 -4.25413 1.53086
C4 -4.83175 -2.10830 0.34237
H6 -3.00210 -2.63982 -0.61445
H7 -1.62340 -1.30749 -1.79308
C5 -1.59270 0.83972 -1.82034
H8 0.38650 -3.48449 -1.07236
H9 -2.84298 4.26748 -1.34049
H10 -5.06147 -6.11004 2.38706
N2 -3.09344 -0.57947 -0.51598
C6 -0.07155 4.80748 0.55496
C7 2.90342 -2.57435 -0.71194
C8 -0.25008 6.24254 0.93827
H11 -0.57877 0.92191 -2.20662
C9 -4.74798 -4.16481 1.52530
C10 -2.33495 4.82566 -0.55943
N3 -1.89061 1.98350 -0.98534
C11 2.77045 -0.29021 0.03045
O2 2.43555 -3.71157 -1.30654
H12 -0.28733 6.87277 0.05056
H13 4.51673 0.44693 1.05327
C12 -3.33337 -1.87420 0.09243
H14 -2.30330 0.86612 -2.65468
C13 2.39287 2.17383 0.67316
H15 -4.28124 0.44771 0.85094
H16 -3.35459 2.67075 0.33948
H17 1.20321 -1.27855 -1.01068
H18 0.59505 6.54821 1.54748
H19 -2.53629 0.50871 1.21862
C14 -1.75643 -0.48938 -1.08164
C15 2.00380 0.94256 0.13302
H20 -5.08358 -6.07954 0.61544
C16 -0.91346 2.75024 -0.39870
C17 1.29582 3.00635 0.51799
H21 -5.15343 -1.61780 1.27381
C18 4.76637 -1.57636 0.44290
O3 -5.18374 -3.46765 0.37594
C19 -3.28803 0.52273 0.40647
H22 -5.39017 -1.68480 -0.49599
H23 -2.06134 5.80090 -0.95705
H24 -6.46348 -5.45868 1.52001
H25 6.32262 -3.57100 1.41965
H26 7.74027 -2.49312 1.38457
C20 -1.09909 4.09937 -0.11500
H27 1.04299 -2.95306 -2.64536
C21 2.19508 -1.39154 -0.60911
H28 -1.17359 6.38379 1.49595
H29 -0.97925 -0.56027 -0.30331
N4 0.31476 2.23000 -0.10436
H30 0.96963 -4.68896 -2.24951
H31 -3.02872 4.99140 0.26568
C22 6.79535 -2.73200 0.89876
C23 -3.18732 1.84897 -0.35366
H32 -2.76014 -1.99712 1.02888
C24 1.13610 -3.69230 -1.84309
N5 0.74581 0.99250 -0.32420
H33 3.33071 2.44540 1.10587

## Properties
HOMO-LUMO gap = 8.43 eV
LUMO = 0.68 eV
2S+1 = 1
SMILES = CCOCCN1CCN(c2c(C)c(C)nc3cc(-c4cc(OC)cc(OC)c4)nn23)CC1

Here are the Löwdin charges for atoms 1 to 6, given in e:
1. H 0.133
2. H 0.114
3. C 0.047
4. C -0.072
5. H 0.121
6. O -0.079

The energy relative to the best compared isomer or geometry (same formula, charge and spin) results, record by record, are as follows: 11.54; 1.06; 40.96; 106.40 kcal per mole.